DFT (ωB97M-V/def2-TZVPD) results for C36H26BrN7O3S2Zr as an isolated structure.

Geometry (Å):
Zr -0.1767 -0.8921 0.9099
Br -7.1585 0.0099 -0.2005
C -5.4882 -0.4950 0.4984
C -5.1590 -0.1538 1.8163
C -3.9307 -0.4797 2.3526
C -2.9857 -1.1302 1.5563
O -1.7639 -1.3924 2.0401
C -3.3201 -1.5091 0.2370
C -2.4410 -2.3216 -0.5709
N -1.1819 -2.4805 -0.3357
C -0.3343 -3.3820 -1.0334
C -0.6884 -4.1902 -2.0817
C 0.2510 -5.0785 -2.6502
C 1.5222 -5.1541 -2.1570
C 1.9237 -4.3156 -1.0869
C 3.2266 -4.3376 -0.5393
C 3.5529 -3.4819 0.4752
C 2.5797 -2.5841 0.9397
N 1.3491 -2.5425 0.4615
C 0.9979 -3.4104 -0.5427
C -4.5926 -1.1991 -0.2754
H -5.8875 0.3674 2.4227
H -3.6737 -0.2204 3.3697
H -2.9063 -2.8401 -1.4122
H -1.6969 -4.1854 -2.4700
H -0.0581 -5.7102 -3.4694
H 2.2353 -5.8499 -2.5761
H 3.9557 -5.0313 -0.9343
H 4.5373 -3.4685 0.9171
H 2.8079 -1.8609 1.7162
H -4.8574 -1.5072 -1.2775
O 0.7178 -1.5518 3.2115
C 1.1591 -0.6255 4.1682
C 1.5815 -1.0065 5.4235
C 1.9791 -0.0097 6.3080
C 1.9469 1.3280 5.9410
C 1.5126 1.6909 4.6743
C 1.1234 0.7068 3.7785
C 0.6190 0.9277 2.4099
O 1.3415 0.3721 1.4241
N -0.5927 1.3561 2.2493
N -1.0960 1.2158 0.9426
C -2.0228 2.0666 0.6392
S -2.5345 3.3189 1.7144
C -3.5627 4.1630 0.4816
C -4.1636 3.1114 -0.4309
S -2.8246 1.9786 -0.9007
H 0.4421 -2.3732 3.6281
H 1.5977 -2.0467 5.7181
H 2.3137 -0.2884 7.2963
H 2.2566 2.0864 6.6435
H 1.4738 2.7304 4.3819
H -2.9501 4.8724 -0.0739
H -4.3370 4.7078 1.0203
H -4.5603 3.5510 -1.3447
H -4.9516 2.5465 0.0652
N 5.4519 5.9014 -5.1072
C 4.7272 5.1140 -4.6965
C 3.8240 4.1205 -4.1846
C 2.4496 4.3116 -4.2888
C 1.5816 3.3581 -3.7854
C 2.1086 2.2204 -3.1985
C 3.4776 2.0051 -3.1027
C 4.3413 2.9714 -3.5912
N 1.2150 1.2292 -2.6760
C 0.0727 0.7458 -3.2737
C -0.4573 -0.1492 -2.4054
N 0.3504 -0.2458 -1.2879
C 1.3297 0.6306 -1.4851
H 2.0659 5.2083 -4.7529
H 0.5128 3.5085 -3.8386
H 3.8623 1.0897 -2.6779
H 5.4107 2.8297 -3.5319
H -0.2239 1.0576 -4.2570
H -1.3293 -0.7656 -2.5362
H 2.1219 0.8576 -0.7912

Computed properties:
ΔE to the lowest compared entry with this formula, charge and spin in kcal/mol: 15.01
Gap between HOMO and LUMO in eV: 7.18
DFT total energy in eV: -147312.47969
Charge: +2

DFT (ωB97M-V/def2-TZVPD) results for C36H26Cl2F5NO3PTeTl as an isolated structure.

Geometry (Å):
Tl -1.5837 0.3494 -1.1026
C 4.0961 -2.3995 0.5152
C 2.7946 -2.7460 0.8632
C 1.7340 -2.2959 0.0991
C 1.9728 -1.5022 -1.0243
C 3.2717 -1.1522 -1.3690
C 4.3334 -1.6053 -0.5947
P 0.5484 -0.8718 -1.9300
C 1.1496 0.0731 -3.3469
C 1.3813 1.4347 -3.1563
C 1.8608 2.2088 -4.2017
C 2.1006 1.6268 -5.4379
C 1.8653 0.2717 -5.6326
C 1.3916 -0.5082 -4.5896
C -0.3497 -2.3139 -2.5593
C 0.3609 -3.4220 -2.9468
C -0.2827 -4.5392 -3.5132
C -1.6341 -4.5194 -3.6912
C -2.4113 -3.4077 -3.2848
C -3.8161 -3.4039 -3.4665
C -4.5697 -2.3452 -3.0572
C -3.9546 -1.2449 -2.4188
C -2.6012 -1.2089 -2.2355
C -1.7828 -2.2843 -2.6859
H 4.9251 -2.7472 1.1181
H 2.6085 -3.3536 1.7390
H 0.7174 -2.5462 0.3812
H 3.4571 -0.5250 -2.2318
H 5.3457 -1.3327 -0.8626
H 1.1812 1.9005 -2.1980
H 2.0294 3.2662 -4.0483
H 2.4642 2.2329 -6.2575
H 2.0455 -0.1769 -6.6007
H 1.1965 -1.5619 -4.7445
H 1.4373 -3.4408 -2.8205
H 0.3015 -5.3990 -3.8127
H -2.1406 -5.3635 -4.1442
H -4.2791 -4.2637 -3.9354
H -5.6421 -2.3480 -3.2025
H -4.5752 -0.4308 -2.0649
Cl 1.7769 1.0325 1.4617
C 2.1025 0.4205 3.0501
C 3.4133 0.1578 3.4116
C 3.6897 -0.2592 4.7024
C 2.6611 -0.4148 5.6185
C 1.3552 -0.1705 5.2301
Cl 0.0818 -0.3921 6.3803
C 1.0350 0.2476 3.9349
N -0.2973 0.4565 3.5513
C -0.9710 1.6439 3.9069
C -0.3317 2.6716 4.5938
C -1.0180 3.8297 4.9237
C -2.3459 3.9844 4.5623
C -2.9844 2.9576 3.8833
C -2.3239 1.7806 3.5626
C -3.0587 0.6601 2.8634
C -2.6804 0.6051 1.3996
O -3.2000 1.3660 0.5683
O -1.7544 -0.2253 1.0568
H 4.2014 0.3022 2.6856
H 4.7108 -0.4559 5.0002
H 2.8593 -0.7344 6.6317
H -0.5094 0.1353 2.6130
H 0.7131 2.5712 4.8586
H -0.5019 4.6196 5.4543
H -2.8809 4.8925 4.8047
H -4.0238 3.0640 3.5962
H -4.1313 0.8340 2.9252
H -2.8134 -0.2955 3.3279
F 0.3545 4.0709 -1.2957
Te -1.4539 3.7457 -0.9185
F -1.2866 4.8773 0.5288
F -0.6832 2.4875 0.3145
F -1.6880 5.1656 -2.0866
F -3.2693 3.9045 -0.5746
O -1.6946 2.3589 -2.0743

Computed properties:
ΔE to the lowest compared entry with this formula, charge and spin in kcal/mol: 0.00
Gap between HOMO and LUMO in eV: 7.21
DFT total energy in eV: -105296.00492
Charge: 0

DFT (ωB97M-V/def2-TZVPD) results for C36H26GeN8Pd as an isolated structure in a non-equilibrium geometry.

Geometry (Å):
Pd -0.4350 0.1508 -0.2915
C 1.8468 -5.1730 -3.3066
C 2.8409 -5.1289 -2.3217
C 2.8392 -4.1492 -1.3403
C 1.8268 -3.2018 -1.3809
C 1.4703 -2.1033 -0.4750
N 0.3602 -1.4784 -1.0132
C -0.0992 -2.1573 -2.0736
N -1.2631 -2.0067 -2.7013
C -2.1351 -1.0689 -2.3894
C -3.4621 -0.9273 -3.0122
C -4.1373 -1.7091 -3.9341
C -5.4069 -1.2962 -4.3124
C -5.9741 -0.1304 -3.7880
C -5.2889 0.6519 -2.8693
C -4.0273 0.2293 -2.4887
C -3.0477 0.7885 -1.5418
N -3.1897 1.9183 -0.9039
C -2.3394 2.3608 0.0320
N -1.3107 1.6940 0.5883
C -0.8576 2.3735 1.7073
N -0.1194 1.8709 2.6903
C 0.5366 0.7432 2.5950
N 1.0811 0.2157 1.4131
C 1.5174 -1.0721 1.6396
N 1.9532 -1.9431 0.7297
C 1.4026 -1.3310 3.0652
C 1.7098 -2.4558 3.8151
C 1.4211 -2.4283 5.1726
C 0.8063 -1.3177 5.7581
C 0.4683 -0.2063 4.9986
C 0.7972 -0.2191 3.6525
C -1.6066 3.6178 1.7960
C -1.5437 4.6832 2.6899
C -2.4166 5.7372 2.4933
C -3.3438 5.7302 1.4388
C -3.4149 4.6656 0.5612
C -2.5226 3.6157 0.7470
N -1.9633 -0.0385 -1.5301
C 0.8489 -3.2371 -2.3711
C 0.8311 -4.2316 -3.3362
H 1.8701 -5.9598 -4.0495
H 3.6185 -5.8821 -2.3242
H 3.5953 -4.1170 -0.5667
H -3.6858 -2.6068 -4.3352
H -5.9723 -1.8861 -5.0219
H -6.9665 0.1629 -4.1047
H -5.7182 1.5563 -2.4587
H 2.1624 -3.3206 3.3475
H 1.6638 -3.2845 5.7885
H 0.5814 -1.3305 6.8167
H -0.0273 0.6499 5.4377
H -0.8343 4.6784 3.5070
H -2.3880 6.5866 3.1638
H -4.0119 6.5726 1.3146
H -4.1370 4.6425 -0.2443
H 0.0473 -4.2662 -4.0815
C 3.8832 2.7782 -0.2839
Ge 3.3876 0.8975 -0.1339
C 3.8650 -0.0057 -1.7878
C 4.3353 0.1363 1.3851
C 1.4623 1.0018 0.2390
H 4.9502 2.8928 -0.4820
H 3.6459 3.2977 0.6459
H 3.3309 3.2538 -1.0965
H 4.9299 0.1376 -1.9788
H 3.3032 0.4131 -2.6234
H 3.6664 -1.0759 -1.7342
H 5.3679 0.4894 1.3481
H 4.3341 -0.9516 1.3592
H 3.8965 0.4665 2.3288
H 1.1916 2.0376 0.4231

Computed properties:
ΔE to the lowest compared entry with this formula, charge and spin in kcal/mol: 0.00
Gap between HOMO and LUMO (alpha / beta) in eV: 4.88 / 4.90
DFT total energy in eV: -109671.36394
Charge: 0

DFT (ωB97M-V/def2-TZVPD) results for C36H27BrN7O5RbSe as an isolated structure.

Geometry (Å):
Rb -0.9048 -1.2265 0.8064
C -4.0630 1.0335 3.0426
C -4.1291 -0.1545 2.1239
C -3.9936 -1.4477 2.6152
C -3.9848 -2.5509 1.7680
C -3.7382 -3.9373 2.3043
C -4.1439 -2.3422 0.4025
C -4.2927 -1.0599 -0.1180
C -4.4299 -0.8468 -1.6010
C -4.2713 0.0234 0.7521
H -3.6744 0.7449 4.0205
H -5.0535 1.4735 3.1880
H -3.3927 1.7833 2.6224
H -3.8165 -1.5935 3.6766
H -4.6673 -4.5096 2.3724
H -3.2961 -3.8968 3.3003
H -3.0551 -4.4868 1.6548
H -4.0761 -3.1881 -0.2743
H -5.4823 -0.8444 -1.8989
H -3.9276 -1.6397 -2.1567
H -3.9903 0.1064 -1.8921
H -4.2954 1.0297 0.3495
O 6.0074 -3.3973 -1.2237
C 5.7405 -2.1815 -1.2928
O 6.4942 -1.2086 -1.5050
C 4.2483 -1.8160 -1.0767
C 3.8422 -0.4860 -1.0161
C 2.5072 -0.2008 -0.7932
N 1.5631 -1.1318 -0.6402
C 1.9440 -2.4110 -0.6974
C 3.2728 -2.7853 -0.9002
C 0.8786 -3.4766 -0.3884
O 1.2673 -4.3635 0.4129
O -0.2642 -3.3176 -0.8680
H 4.5879 0.2908 -1.1358
H 2.1626 0.8288 -0.7166
H 3.5543 -3.8291 -0.9042
Br 3.9586 0.3322 -6.0794
C 3.3373 1.8123 -5.0629
C 3.3719 1.7538 -3.6800
C 2.8876 2.8257 -2.9435
C 2.3823 3.9529 -3.5883
C 2.4099 4.0090 -4.9800
C 2.8646 2.9339 -5.7242
N 1.9678 5.1398 -2.9234
N 1.2605 5.1669 -1.8884
C 0.5444 4.1381 -1.2758
C 0.3432 4.3916 0.0875
C -0.2864 3.5315 0.9523
C -0.8695 2.3151 0.4992
O -1.4868 1.5276 1.2443
C -0.7387 2.0530 -0.9563
N -1.3161 0.9150 -1.3916
C -1.2880 0.6321 -2.6737
C -0.7768 1.5186 -3.6285
C -0.1996 2.6859 -3.2034
C -0.0815 2.9641 -1.8250
H 3.7541 0.8752 -3.1777
H 2.8932 2.7762 -1.8625
H 2.0541 4.9106 -5.4633
H 2.8641 2.9671 -6.8055
H 0.7548 5.3249 0.4564
H -0.3789 3.7683 2.0051
H -1.7026 -0.3254 -2.9733
H -0.8354 1.2815 -4.6832
H 0.1650 3.3919 -3.9335
Se 2.5485 -3.0650 2.5595
N 2.7983 -3.0142 4.3151
C 1.7670 -2.3653 4.8367
C 1.5259 -2.1394 6.2202
C 0.3937 -1.4706 6.5549
C -0.5080 -1.0282 5.5316
N -0.3408 -1.2032 4.2568
C 0.8031 -1.8691 3.8929
N 1.0607 -2.1326 2.6249
H 2.2373 -2.5011 6.9515
H 0.1436 -1.2628 7.5873
H -1.4102 -0.5023 5.8344

Computed properties:
ΔE to the lowest compared entry with this formula, charge and spin in kcal/mol: 21.12
Gap between HOMO and LUMO in eV: 5.50
DFT total energy in eV: -194485.55282
Charge: -2

DFT (ωB97M-V/def2-TZVPD) results for C36H27CeIN4O2S4 as an isolated structure.

Geometry (Å):
Ce -0.4063 -0.6993 0.4962
S -1.5627 0.0463 3.1114
C -0.2751 -0.5724 4.1292
C -0.5674 -1.3981 5.2261
C 0.4266 -1.9290 6.0259
C 1.7678 -1.6588 5.7693
C 2.0878 -0.8279 4.7104
C 1.0850 -0.2896 3.9052
S 1.5992 0.7140 2.5364
C 0.8900 2.3310 2.9450
C -0.3513 2.7398 2.1940
C -1.2417 3.6521 2.7441
C -2.3446 4.0263 2.0007
C -2.5025 3.5357 0.7133
C -1.5358 2.6696 0.2248
C -1.4600 2.2426 -1.2293
S -3.5037 0.3843 -1.3581
C -3.5335 -0.6710 -2.7866
C -4.6857 -0.5788 -3.5757
C -4.8254 -1.2998 -4.7429
C -3.7848 -2.1459 -5.1236
C -2.6602 -2.2697 -4.3386
C -2.4879 -1.5558 -3.1333
S -1.0252 -1.8857 -2.2295
N -0.5082 2.2579 0.9652
H -1.6057 -1.6391 5.4110
H 0.1544 -2.5729 6.8537
H 2.5485 -2.0812 6.3884
H 3.1208 -0.5862 4.4911
H 1.6709 3.0575 2.7040
H 0.7267 2.3664 4.0208
H -1.0907 4.0193 3.7501
H -3.0805 4.7015 2.4191
H -3.3448 3.8328 0.1044
H -1.2033 0.2841 -1.7181
H -0.9602 3.0780 -1.7336
H -5.4771 0.0845 -3.2482
H -5.7222 -1.2109 -5.3417
H -3.8594 -2.7226 -6.0378
H -1.8639 -2.9394 -4.6359
O 5.2989 2.3725 -3.4684
C 5.4568 1.4670 -2.6309
O 6.4912 0.9228 -2.2000
C 4.1449 0.8934 -2.0485
C 4.1757 -0.0854 -1.0660
C 2.9938 -0.5753 -0.5405
N 1.7910 -0.1212 -0.9313
C 1.7578 0.7979 -1.9119
C 2.9066 1.3257 -2.4833
C 0.4092 1.2062 -2.3609
C 0.0909 1.6030 -3.5943
C -1.2755 1.8390 -4.0911
C -2.4583 1.9475 -3.4651
C -2.7458 1.9733 -1.9917
N -0.6187 1.0639 -1.3800
C 2.9989 -1.6612 0.4844
C 4.1814 -2.2623 0.9021
C 4.1347 -3.2702 1.8480
C 2.9129 -3.6645 2.3626
C 1.7784 -3.0237 1.9028
N 1.8172 -2.0519 0.9866
H 5.1537 -0.4199 -0.7542
H 2.8685 2.0940 -3.2436
H 0.8818 1.6673 -4.3308
H -1.3298 1.8913 -5.1732
H -3.3290 2.0349 -4.1039
H -3.4944 2.7409 -1.7909
H 5.1272 -1.9468 0.4910
H 5.0520 -3.7402 2.1793
H 2.8243 -4.4422 3.1076
H 0.7975 -3.2865 2.2841
I -1.9172 -3.6731 2.6589
C -2.1484 -2.5519 0.7948
H -3.1795 -2.1965 0.8907
H -2.1563 -3.3576 0.0608

Computed properties:
ΔE to the lowest compared entry with this formula, charge and spin in kcal/mol: 30.63
Gap between HOMO and LUMO (alpha / beta) in eV: 6.73 / 6.73
DFT total energy in eV: -112201.30039
Charge: -1
Multiplicity: 2

DFT (ωB97M-V/def2-TZVPD) results for C36H27CrIO2PS2 as an isolated structure in a non-equilibrium geometry.

Geometry (Å):
Cr 0.4531 1.0350 -0.2678
I 1.6100 1.8529 2.1433
C 2.5834 -0.0258 2.6592
C 3.9459 0.0753 2.9187
C 4.6082 -0.9886 3.5039
C 3.9019 -2.1107 3.8868
C 2.5356 -2.2459 3.5867
C 1.8418 -3.4030 3.9845
C 0.5090 -3.5843 3.6615
C -0.1310 -2.6474 2.8833
C 0.5193 -1.4739 2.4553
P -0.3923 -0.6003 1.1660
C -1.7945 0.0616 2.1188
C -3.0236 0.3272 1.5198
C -4.0259 0.9546 2.2387
C -3.7972 1.3719 3.5402
C -2.5561 1.1692 4.1197
C -1.5669 0.5034 3.4212
C -0.9925 -2.0333 0.2106
C 0.0198 -2.5899 -0.5725
C -0.2433 -3.6299 -1.4356
C -1.5224 -4.1614 -1.5003
C -2.5222 -3.6413 -0.6976
C -2.2693 -2.5754 0.1517
C 1.8495 -1.2075 2.8698
H 4.4754 0.9810 2.6674
H 5.6704 -0.9181 3.6867
H 4.3939 -2.9206 4.4057
H 2.3752 -4.1496 4.5558
H -0.0146 -4.4739 3.9888
H -1.1525 -2.8187 2.5700
H -3.1804 0.0533 0.4858
H -4.9919 1.1430 1.7873
H -4.5823 1.8640 4.0988
H -2.3543 1.5439 5.1140
H -0.6072 0.3273 3.8922
H 1.0256 -2.1902 -0.4937
H 0.5432 -4.0142 -2.0702
H -1.7382 -4.9782 -2.1747
H -3.5155 -4.0658 -0.7267
H -3.0659 -2.1790 0.7691
C -3.2730 2.7889 -1.2047
C -1.7678 2.7791 -1.0413
O -1.3109 2.0298 -0.1230
C -0.9610 3.6055 -1.8749
C -1.5342 4.5570 -2.7517
C -0.7664 5.4382 -3.4719
C 0.6266 5.4058 -3.3618
C 1.2299 4.4653 -2.5658
C 0.4806 3.5145 -1.8338
O 1.1164 2.5978 -1.2070
H -3.7205 2.2179 -0.3947
H -3.5397 2.3159 -2.1507
H -3.6684 3.8016 -1.1844
H -2.6075 4.6119 -2.8583
H -1.2341 6.1587 -4.1277
H 1.2328 6.1095 -3.9180
H 2.3074 4.4000 -2.4891
S -0.4541 0.1444 -2.2640
C 0.9759 -0.4121 -3.0941
C 0.8912 -0.6895 -4.4554
C 1.9879 -1.1549 -5.1554
C 3.1761 -1.4142 -4.4854
C 3.2771 -1.1419 -3.1350
C 2.2005 -0.6000 -2.4350
S 2.4350 -0.1651 -0.7616
H -0.0589 -0.5309 -4.9449
H 1.9171 -1.3239 -6.2236
H 4.0247 -1.8260 -5.0167
H 4.1962 -1.3200 -2.5928

Computed properties:
ΔE to the lowest compared entry with this formula, charge and spin in kcal/mol: 13.30
Gap between HOMO and LUMO (alpha / beta) in eV: 3.79 / 6.25
DFT total energy in eV: -109350.17883
Charge: -1
Multiplicity: 5